No. 1
{"formula": "C5H8O2", "method": "wB97M-V/def2-TZVPD", "e_tot_ha": -345.692398, "lumo_energy_ev": 0.898, "de_lowest_ev": 3.063, "spin_multiplicity": 1, "elements": ["C", "C", "O", "C", "C", "C", "O", "H", "H", "H", "H", "H", "H", "H", "H"], "xyz": [[-1.9362, -0.2457, -0.1112], [-0.7060, 0.6076, 0.0486], [-0.2265, 0.6617, 1.4176], [1.0569, 0.4080, 0.9318], [1.1880, -0.9604, 0.2786], [0.6938, 0.2194, -0.4853], [1.1506, 0.7983, -1.6581], [-1.7291, -1.3019, 0.0878], [-2.7012, 0.0892, 0.5977], [-2.3286, -0.1407, -1.1264], [-0.8812, 1.6447, -0.2503], [1.9403, 0.9343, 1.2828], [2.2081, -1.1112, 0.5803], [0.5124, -1.7868, 0.4840], [1.7588, 0.1833, -2.0779]], "atomic_forces_ev_per_a": [[-0.0072, -0.0441, -0.0636], [-0.3762, 0.0625, -0.3080], [-0.2402, 0.3494, 0.0854], [0.2818, 0.3182, 0.3338], [-0.2289, 0.1085, 0.6252], [-0.1370, 0.0682, 0.3286], [0.1487, -0.1285, -0.0187], [-0.0064, 0.1556, -0.0307], [0.0901, -0.0365, -0.1395], [0.0022, -0.0615, 0.0908], [-0.0903, -0.1017, -0.2261], [-0.2315, -0.2052, 0.4363], [0.7182, -0.6447, -1.3171], [0.1264, 0.1556, 0.2556], [-0.0497, 0.0042, -0.0519]]}

=====

No. 2
{"formula": "C12H40O14", "method": "wB97M-V/def2-TZVPD", "e_tot_ha": -1534.367341, "lumo_energy_ev": 0.314, "de_lowest_ev": 3.481, "smiles": "OCCO.OCCO.OCCO.OCCO.OCCO.OCCO.O.O", "spin_multiplicity": 1, "elements": ["O", "C", "C", "O", "H", "H", "H", "H", "H", "H", "O", "C", "C", "O", "H", "H", "H", "H", "H", "H", "O", "C", "C", "O", "H", "H", "H", "H", "H", "H", "O", "C", "C", "O", "H", "H", "H", "H", "H", "H", "O", "C", "C", "O", "H", "H", "H", "H", "H", "H", "O", "C", "C", "O", "H", "H", "H", "H", "H", "H", "O", "H", "H", "O", "H", "H"], "xyz": [[-1.3409, -2.6167, 0.7266], [-0.0399, -3.0947, 0.5086], [0.9081, -1.9167, 0.4916], [2.2791, -2.3617, 0.6526], [-1.9859, -3.3477, 0.6576], [0.0551, -3.7567, 1.3066], [-0.1529, -3.7047, -0.3864], [0.6461, -1.0897, 1.1006], [0.8841, -1.4967, -0.5594], [2.7481, -2.5757, -0.1934], [3.7491, 2.4653, 3.6816], [3.7061, 2.4833, 2.2956], [2.6261, 1.4853, 1.7396], [2.6301, 1.6153, 0.3006], [4.5601, 2.9083, 3.9676], [3.7871, 3.4713, 1.8836], [4.7181, 2.2053, 1.9326], [1.6321, 1.4953, 2.2046], [2.9691, 0.4773, 1.9196], [2.7331, 2.5453, -0.0374], [-1.6759, -0.9207, 3.1656], [-1.7959, -2.1377, 3.9476], [-3.1549, -2.8987, 4.0316], [-3.3739, -3.9147, 4.9696], [-1.3689, -1.1817, 2.2766], [-0.9829, -2.8617, 3.6806], [-1.4769, -1.7967, 4.9606], [-3.4859, -3.2347, 3.0666], [-3.8759, -2.1237, 4.2646], [-4.1339, -4.4107, 4.7646], [-0.5269, 0.0783, -3.1594], [-0.9499, -1.2197, -2.6414], [-2.0879, -1.7257, -3.4864], [-3.1259, -0.8747, -3.3704], [-1.1839, 0.6873, -2.8244], [-0.1759, -2.0277, -2.6734], [-1.3139, -1.1597, -1.6164], [-2.5089, -2.6677, -3.1154], [-1.7899, -1.8697, -4.5694], [-2.9179, -0.2557, -2.6894], [-0.7949, 4.9743, 0.7246], [-0.6839, 3.6013, 0.8166], [-1.6229, 3.1493, 1.9416], [-1.3529, 1.8283, 2.2166], [-0.2159, 5.3403, 1.3876], [-0.8879, 3.2423, -0.1774], [0.2991, 3.2613, 0.9856], [-2.6479, 3.3873, 1.6846], [-1.4049, 3.6793, 2.8646], [-1.8809, 1.4263, 2.8516], [2.6341, -0.5507, -6.0554], [2.3951, 0.3863, -5.0284], [2.6681, -0.3817, -3.7414], [2.1861, 0.3343, -2.6244], [2.5351, -0.0867, -6.8344], [3.0221, 1.2153, -5.1614], [1.3731, 0.7513, -5.0254], [3.7461, -0.6267, -3.6014], [2.1651, -1.4087, -3.6864], [1.2131, 0.2283, -2.7294], [-2.4879, 1.6823, -1.7354], [-1.7859, 1.3523, -1.1754], [-3.1809, 1.8763, -1.1424], [-0.3329, 0.7653, -0.2744], [0.6001, 0.8113, -0.1574], [-0.7659, 1.0853, 0.5046]], "atomic_forces_ev_per_a": [[-2.3001, 1.0884, 0.0674], [-1.1706, -0.0094, -0.3248], [1.8354, -1.2400, -4.1925], [0.1124, -0.1081, 0.1738], [0.5982, 0.6333, 0.0653], [1.5933, -1.2534, 1.4823], [1.1765, 0.1601, -0.5219], [-0.0456, 0.2815, 1.2416], [-0.3448, -0.1780, 1.1217], [-1.1986, 0.5809, 0.9934], [-0.2121, 0.2974, 1.2400], [1.2261, -1.4863, -0.8033], [1.5350, 1.2582, -0.6126], [-0.5073, 0.6701, -0.1336], [-0.3304, -0.2024, 0.0108], [-1.5878, 1.1301, -0.2932], [-0.4667, -1.0548, -0.1692], [0.0283, 0.8489, -0.1511], [0.3527, -0.2991, 0.0562], [-0.2695, -1.3018, 0.9340], [-0.7364, -1.3782, -0.1150], [1.9609, -0.8282, 1.5003], [-1.3477, 2.1273, -0.8709], [2.9300, 0.3911, 1.2858], [-0.4523, -0.0467, 0.2757], [-0.6013, 0.5441, -0.1758], [-0.6272, -0.4157, -0.4314], [0.3278, -0.2934, -0.9205], [-0.2703, 0.6295, 0.0135], [-1.3210, -0.6857, -0.6270], [0.3567, -1.8418, 0.4987], [0.3368, -0.9423, -0.8840], [0.9728, -1.7434, -0.8367], [-2.4759, 1.5886, -0.9155], [-0.0932, 0.5969, -0.1335], [0.1075, 1.2254, -0.0297], [0.2291, 0.2880, 0.2083], [0.9118, -0.6299, -0.0105], [-0.1703, 0.2490, 1.0477], [-0.3027, 1.0497, 0.6560], [0.2607, 1.4719, -0.2830], [-1.3925, -0.1505, 0.1908], [0.5252, 0.7177, 0.0120], [1.6744, -1.0175, -2.3143], [0.1168, 0.5081, 0.2751], [-0.7378, -0.5155, -0.2033], [1.4714, -0.3343, 0.6536], [-0.4417, -0.2153, -0.2289], [0.1815, 0.8407, -0.0452], [-1.5807, -1.1103, 1.8329], [0.1596, -1.3944, 1.6982], [-0.5632, -1.9930, 0.7046], [0.0413, -1.1731, 0.8461], [-0.4062, -0.0308, 0.0608], [-0.2406, 1.1711, -2.8405], [1.1682, 1.3321, 0.2083], [-0.4012, -0.0968, 0.0229], [-0.5749, 0.5369, -0.1706], [0.4535, 1.1559, -0.9102], [0.3709, 0.5839, 0.3940], [0.6160, -0.3415, -1.3041], [0.8891, -0.1310, 0.4639], [-1.4597, 0.4182, 0.8668], [-1.3034, -0.5614, -1.1834], [1.4952, 0.4014, 0.1215], [-0.0816, 0.2277, 1.4124]]}

=====

No. 3
{"formula": "C4H9NO2", "method": "wB97M-V/def2-TZVPD", "e_tot_ha": -363.013029, "lumo_energy_ev": 0.831, "de_lowest_ev": 1.973, "smiles": "C[C@@H](C=O)NCO", "spin_multiplicity": 1, "elements": ["C", "C", "C", "O", "N", "C", "O", "H", "H", "H", "H", "H", "H", "H", "H", "H"], "xyz": [[0.3157, -1.8959, 0.6147], [0.4280, -0.3570, 0.4757], [1.6112, -0.0285, -0.4231], [2.7472, -0.1421, -0.0655], [-0.7747, 0.1907, -0.1200], [-0.8376, 1.6424, -0.2035], [-1.5557, 2.0284, -1.3529], [0.9454, -2.2329, 1.4282], [-0.7277, -2.0030, 0.9448], [0.4027, -2.4685, -0.3054], [0.6606, 0.0282, 1.4713], [1.3413, 0.1961, -1.4740], [-1.6202, -0.2032, 0.2659], [-1.3684, 2.0357, 0.6730], [0.1848, 2.0268, -0.1501], [-1.7526, 1.1827, -1.7792]], "atomic_forces_ev_per_a": [[-1.2804, 0.9617, 0.4084], [0.3631, -0.3420, -0.4422], [-0.3283, -0.6204, 0.0232], [0.3887, 0.2124, 0.0857], [0.1795, 0.1916, -0.3452], [-0.4943, -0.5567, 0.8929], [0.2336, -0.2092, 0.0149], [0.2955, -0.2723, -0.2264], [0.2112, -0.4871, 0.0914], [0.3523, 0.1363, -0.0389], [-0.0686, 0.1860, 0.1348], [0.0185, 0.1572, -0.0352], [0.0302, 0.0069, 0.1717], [0.0474, 0.2272, -0.0547], [-0.0178, 0.1557, -0.4524], [0.0694, 0.2527, -0.2281]]}